Density functional theory data (ωB97M-V/def2-TZVPD) for 4 unconnected molecules or ions with the total composition C21H23BF24I2O5 at a distorted geometry.

Calculated values
gap between HOMO and LUMO: 8.94 eV
HOMO energy: -9.368 eV

The geometry in ORCA input format:
```
! RIJCOSX wB97M-V def2-TZVPD def2/J DEFGRID3
* xyz 0 1
C -3.14 2.93 0.96
C -4.10 2.12 0.09
I -6.22 2.46 0.18
C -3.69 1.18 -0.72
I -1.58 0.76 -0.88
B -4.73 0.32 -1.57
O -4.97 -0.96 -1.08
C -4.56 -1.98 -1.99
C -3.24 -2.67 -1.55
C -3.17 -2.90 -0.05
O -3.04 -3.90 -2.26
H -2.25 3.24 0.41
H -3.64 3.74 1.49
H -2.79 2.21 1.72
H -5.29 0.75 -2.52
H -5.33 -2.78 -1.94
H -4.50 -1.63 -3.03
H -2.42 -2.01 -1.87
H -4.03 -3.48 0.30
H -2.25 -3.45 0.19
H -3.18 -1.95 0.50
H -2.91 -3.63 -3.17
C -6.67 0.43 3.71
C -5.16 0.13 3.73
C -4.69 -1.06 2.88
F -5.26 -2.22 3.25
F -3.35 -1.21 3.02
F -4.76 -0.01 5.01
F -4.53 1.23 3.25
O -7.46 -0.09 4.78
C -7.91 -1.40 4.71
C -7.28 -2.28 5.79
F -5.93 -2.27 5.72
F -7.68 -3.57 5.62
F -7.74 -1.89 3.47
F -9.24 -1.35 4.92
H -6.76 1.51 3.82
H -7.12 0.21 2.74
H -4.90 -0.88 1.82
H -7.57 -1.95 6.78
C 4.04 2.80 0.66
C 3.40 1.88 -0.40
C 2.03 1.29 -0.06
F 2.06 0.54 1.05
F 1.61 0.49 -1.07
F 4.27 0.90 -0.73
F 3.24 2.64 -1.53
O 5.00 2.22 1.53
C 4.55 1.54 2.66
C 4.86 0.04 2.59
F 4.33 -0.52 1.49
F 4.32 -0.58 3.67
F 3.25 1.80 2.87
F 5.22 2.07 3.70
H 4.61 3.54 0.10
H 3.30 3.38 1.20
H 1.29 2.09 0.08
H 5.93 -0.13 2.59
C 5.71 -0.26 -4.66
C 6.27 -0.84 -3.34
C 6.77 0.17 -2.31
F 7.77 0.95 -2.78
F 7.25 -0.48 -1.22
F 7.24 -1.74 -3.63
F 5.26 -1.54 -2.76
O 6.59 -0.21 -5.78
C 7.46 0.86 -5.89
C 8.92 0.45 -5.76
F 9.15 -0.19 -4.59
F 9.72 1.54 -5.79
F 7.12 1.83 -5.03
F 7.27 1.37 -7.13
H 4.94 -0.96 -4.97
H 5.20 0.69 -4.50
H 5.96 0.82 -1.98
H 9.21 -0.22 -6.57
*
```

Mulliken analysis output, partial charges in e:
1. C -1.339
2. C 0.468
3. I -0.035
4. C -0.388
5. I 0.028
6. B 0.620
7. O -0.365
8. C -0.824
9. C 0.662
10. C -0.940
11. O -0.574
12. H 0.382
13. H 0.361
14. H 0.383
15. H -0.125
16. H 0.257
17. H 0.431
18. H 0.011
19. H 0.344
20. H 0.390
21. H -0.029
22. H 0.349
23. C -0.788
24. C 0.823
25. C 0.520
26. F -0.258
27. F -0.281
28. F -0.299
29. F -0.229
30. O -0.423
31. C 0.799
32. C 0.191
33. F -0.206
34. F -0.258
35. F -0.280
36. F -0.304
37. H 0.431
38. H 0.364
39. H -0.040
40. H 0.239
41. C -0.812
42. C 0.923
43. C 0.044
44. F -0.241
45. F -0.254
46. F -0.260
47. F -0.357
48. O -0.406
49. C 0.749
50. C 0.210
51. F -0.199
52. F -0.267
53. F -0.276
54. F -0.301
55. H 0.442
56. H 0.354
57. H 0.304
58. H 0.254
59. C -0.878
60. C 0.893
61. C 0.615
62. F -0.239
63. F -0.287
64. F -0.284
65. F -0.294
66. O -0.418
67. C 0.812
68. C 0.197
69. F -0.206
70. F -0.259
71. F -0.280
72. F -0.304
73. H 0.460
74. H 0.375
75. H -0.121
76. H 0.240